Density functional theory data (wB97M-V/def2-TZVPD) for a structure of composition C36H58N6O3OsSSeSi2.

Structure (XYZ):
```
108
C36H58N6O3OsSSeSi2 | the Open Molecules 2025 dataset | wB97M-V/def2-TZVPD
Os -0.4898 0.4846 0.0528
C 0.0485 3.6686 1.6458
Si -1.2984 2.3581 1.4040
C -2.7721 3.4721 0.9855
C -1.9014 1.6760 3.0653
C -2.2974 2.5327 4.1022
C -2.8480 2.0366 5.2723
C -3.0272 0.6642 5.4165
C -2.6339 -0.1898 4.3987
C -2.0582 0.2994 3.2195
Si -1.5648 -0.8451 1.7843
C -3.2240 -1.6206 1.3135
C -0.7453 -2.3503 2.5848
H -0.1932 4.2495 2.5410
H 0.0609 4.3448 0.7894
H 1.0431 3.2487 1.7655
H -3.0429 4.0381 1.8786
H -3.6450 2.8999 0.6740
H -2.5174 4.1863 0.2002
H -2.1725 3.6068 3.9952
H -3.1460 2.7132 6.0643
H -3.4736 0.2662 6.3201
H -2.7759 -1.2589 4.5267
H -3.7354 -1.9133 2.2352
H -3.0827 -2.5113 0.7028
H -3.8688 -0.9251 0.7741
H -1.4546 -2.7747 3.3009
H 0.1762 -2.1379 3.1083
H -0.5400 -3.1010 1.8216
C 2.5110 -2.2690 1.5396
N 2.4080 -1.4665 2.7417
C 3.3986 -1.7741 3.7555
C 1.7285 -0.2829 2.7403
N 1.5316 0.4361 1.6228
C 2.7136 0.4560 0.8552
C 3.9775 0.5093 1.4614
C 5.1485 0.4552 0.7262
C 5.0787 0.3252 -0.6567
C 3.8376 0.3504 -1.2669
C 2.6592 0.4955 -0.5268
N 1.4347 0.6714 -1.1635
C 1.5114 1.4604 -2.2443
N 0.9758 1.1164 -3.4190
C 0.5402 2.0941 -4.4046
C 0.6047 -0.2633 -3.7050
N 2.2131 2.6339 -2.2248
C 3.1985 2.9430 -3.2426
C 2.4011 3.3281 -0.9687
N 1.3473 0.1542 3.9601
C 1.1739 1.5679 4.2329
C 0.9276 -0.7086 5.0520
H 3.4461 -2.0808 1.0034
H 1.6765 -2.0564 0.8812
H 2.4681 -3.3228 1.8209
H 4.3846 -1.8412 3.2847
H 3.1865 -2.7286 4.2444
H 3.4291 -0.9919 4.5093
H 4.0289 0.6015 2.5408
H 6.1055 0.4982 1.2299
H 5.9767 0.2218 -1.2515
H 3.7586 0.2688 -2.3458
H 1.0868 1.9577 -5.3415
H 0.7031 3.1009 -4.0324
H -0.5216 1.9494 -4.5911
H 1.1829 -0.9334 -3.0760
H 0.8270 -0.4622 -4.7562
H -0.4576 -0.4317 -3.5316
H 3.0988 2.2711 -4.0906
H 4.2045 2.8250 -2.8251
H 3.0866 3.9714 -3.5945
H 1.5666 3.1027 -0.3159
H 2.4176 4.4026 -1.1618
H 3.3375 3.0451 -0.4742
H 1.5169 2.1382 3.3825
H 0.1316 1.8098 4.4272
H 1.7728 1.8309 5.1098
H 1.0927 -1.7536 4.8183
H -0.1349 -0.5566 5.2455
H 1.4844 -0.4561 5.9584
C -3.0677 3.3366 -2.3101
S -2.0681 1.9130 -1.9011
O -1.9407 1.1807 -3.1363
O -2.6952 1.1349 -0.8135
O -0.7818 2.4492 -1.3775
H -3.3673 3.2155 -3.3461
H -2.4520 4.2232 -2.1877
H -3.9342 3.3766 -1.6568
C -3.2299 -5.1406 -5.4655
C -2.5240 -4.3648 -4.3851
C -3.1180 -3.2820 -3.7620
C -2.4787 -2.5439 -2.7669
C -3.2169 -1.3686 -2.2056
C -1.1929 -2.9134 -2.3628
Se -0.1713 -2.0778 -0.9377
C -0.5650 -4.0096 -2.9877
C 0.8245 -4.5000 -2.6411
C -1.2415 -4.7054 -3.9813
H -4.2496 -4.7821 -5.6018
H -3.2682 -6.2041 -5.2231
H -2.7072 -5.0429 -6.4195
H -4.1204 -2.9846 -4.0558
H -4.2312 -1.6480 -1.9150
H -3.2850 -0.5742 -2.9531
H -2.7151 -0.9520 -1.3451
H 1.2843 -3.9259 -1.8437
H 1.4720 -4.4463 -3.5193
H 0.7843 -5.5446 -2.3258
H -0.7408 -5.5491 -4.4488
```

Properties
- ΔE to the lowest compared entry with this formula, charge and spin (kcal per mole) = 39.54
- total energy (hartree) = -5430.0965
- gap between HOMO and LUMO (alpha / beta) (eV) = 5.7 / 6.0